{
  "formula": "C24H46Cl2N3O7SSiV",
  "method": "wB97M-V/def2-TZVPD",
  "elements": ["C", "C", "H", "H", "H", "C", "C", "H", "H", "H", "H", "V", "Cl", "C", "O", "N", "C", "C", "H", "H", "H", "H", "H", "H", "H", "H", "H", "C", "C", "N", "H", "C", "O", "H", "H", "H", "H", "H", "H", "C", "C", "N", "H", "C", "O", "H", "H", "H", "H", "O", "C", "C", "C", "H", "C", "H", "C", "H", "C", "C", "H", "H", "H", "Si", "Cl", "C", "C", "C", "H", "H", "H", "H", "H", "H", "H", "H", "H", "C", "S", "O", "O", "O", "H", "H", "H"],
  "positions_angstrom": [[1.848254, 3.145388, 2.877761], [2.334602, 3.555899, 1.523737], [2.663518, 2.710337, 3.459213], [1.027487, 2.422836, 2.834913], [1.480527, 4.015342, 3.438947], [3.639815, 3.863249, 1.339623], [4.745085, 3.684361, 2.329477], [3.962289, 4.396781, 0.443702], [4.820153, 2.674579, 2.757100], [4.714914, 4.390723, 3.173992], [5.698481, 3.866195, 1.818872], [-0.978259, 1.404997, 0.616422], [-2.240211, 3.230832, 0.049454], [-2.224438, 0.719528, -1.775370], [-1.117514, 0.549847, -1.167043], [-2.712803, -0.084484, -2.692843], [-1.993465, -1.296832, -3.070106], [-3.974863, 0.237516, -3.369535], [-2.825901, 1.598009, -1.538961], [-1.963521, -2.019646, -2.242773], [-0.975008, -1.060081, -3.403794], [-2.549887, -1.731574, -3.900012], [-4.783747, 0.194624, -2.627809], [-4.157850, -0.511572, -4.155863], [-3.909317, 1.264095, -3.770257], [-4.787471, -4.808473, -0.967551], [-6.290414, -5.816897, 0.525867], [-3.938870, -4.814235, -0.280584], [-5.522155, -5.935289, 1.297186], [-4.443371, -4.985446, 1.069270], [-3.377642, -3.879979, -0.344669], [-3.804856, -4.415143, 2.110648], [-2.840985, -3.643344, 2.000632], [-5.952189, -5.743489, 2.287334], [-4.253934, -4.704407, 3.082567], [-3.277803, -5.643461, -0.558876], [-5.167758, -6.975885, 1.263517], [-0.600857, -3.143162, 3.873303], [2.376106, -1.806161, 1.406424], [0.058883, -3.613111, 3.133850], [1.935172, -2.768247, 1.694587], [0.590708, -2.578143, 2.236327], [-0.534742, -4.358046, 2.584616], [-0.174795, -1.536013, 1.853825], [0.225905, -0.514177, 1.225622], [1.930150, -3.447684, 0.827419], [-1.241456, -1.644176, 2.122032], [0.876349, -4.125768, 3.659160], [2.566106, -3.252618, 2.451007], [0.366520, 2.500556, 0.625653], [1.194074, 3.681170, 0.497293], [2.737416, 3.636755, -1.513888], [1.488497, 3.932169, -0.972628], [3.430237, 3.020680, -0.937006], [3.079282, 4.075300, -2.798347], [0.535260, 4.513715, 0.814897], [0.487079, 4.438045, -1.817746], [4.092428, 3.928239, -3.171912], [2.124514, 4.714793, -3.584653], [0.807566, 4.835004, -3.120886], [-0.546497, 4.532431, -1.451472], [2.381379, 5.089989, -4.574047], [0.033786, 5.242516, -3.780256], [3.623748, -0.475389, -1.729175], [3.860998, 0.073285, 0.247388], [5.208423, -0.072479, -2.556690], [2.151748, 0.653513, -2.107012], [2.982475, -2.215183, -1.673779], [5.120118, 0.148785, -3.634304], [5.935532, -0.889940, -2.400496], [5.592947, 0.842938, -2.072923], [3.800691, -2.829221, -1.271181], [2.698087, -2.623184, -2.650649], [2.087645, -2.245192, -1.016954], [2.368729, 1.424332, -2.847214], [1.833413, 1.172454, -1.183493], [1.279954, 0.086128, -2.434860], [-3.435390, -0.525883, 3.210894], [-3.035527, 0.925310, 2.250338], [-2.953026, 0.420233, 0.823647], [-4.005193, 1.947503, 2.555652], [-1.573464, 1.327540, 2.570616], [-4.513770, -0.412645, 3.357869], [-2.888589, -0.474890, 4.155896], [-3.229512, -1.466973, 2.689066]],
  "forces_ev_per_angstrom": [[-0.06, -0.55, 0.39], [0.67, 0.54, -0.55], [-0.03, 0.01, 0.08], [0.17, 0.17, -0.15], [0.05, 0.00, -0.16], [-1.12, 0.37, -0.20], [0.64, 0.03, 0.41], [-0.26, -0.42, 0.09], [-0.23, 0.17, -0.11], [-0.12, -0.12, -0.13], [-0.06, -0.04, 0.13], [-2.95, -3.32, -0.71], [-1.14, 1.62, -0.48], [1.68, 1.50, 1.71], [-1.33, -0.54, -2.04], [-0.33, -1.91, -1.72], [-0.31, 0.34, -0.01], [0.45, 0.11, 0.69], [-0.01, 0.00, 0.00], [0.16, 0.18, -0.11], [-0.12, -0.11, 0.20], [0.20, -0.19, 0.00], [-0.07, 0.07, -0.31], [0.05, 0.52, 0.25], [-0.23, -0.46, -0.07], [0.11, 0.13, -0.02], [0.06, 0.07, 0.22], [0.01, -0.06, -0.02], [0.23, 0.00, 0.06], [-0.13, -0.19, 0.11], [-0.15, -0.13, 0.03], [1.08, 1.07, -0.32], [-1.36, -1.28, 0.34], [-0.02, -0.11, -0.29], [0.19, 0.23, -0.13], [-0.02, 0.07, 0.02], [-0.04, 0.17, -0.02], [0.15, -0.17, -0.17], [-0.25, -0.29, 0.08], [-0.33, 0.18, -0.36], [0.06, -0.04, 0.18], [0.51, -0.31, 0.07], [0.20, 0.13, 0.15], [0.25, 2.42, -1.21], [-0.51, -2.66, 1.17], [-0.13, 0.24, 0.14], [0.43, 0.11, 0.12], [-0.13, 0.33, -0.20], [-0.11, 0.27, -0.04], [6.74, 3.95, 0.05], [-2.16, -1.70, 0.35], [0.14, 0.15, -0.46], [0.36, -0.14, 0.14], [-0.14, 0.45, -0.20], [-0.23, 0.00, 0.16], [0.30, 0.11, 0.05], [0.00, 0.44, -0.11], [-0.19, -0.06, 0.01], [-0.22, -0.07, -0.04], [0.17, -0.22, 0.22], [0.59, -0.06, 0.00], [0.00, -0.10, 0.13], [0.27, -0.11, 0.29], [-2.42, 1.24, 0.36], [0.75, -0.17, 0.83], [0.87, 0.02, -0.45], [0.24, -0.10, -0.13], [0.28, -0.49, -0.01], [-0.03, -0.26, 0.38], [-0.13, 0.41, -0.15], [-0.10, -0.39, -0.15], [-0.41, -0.23, 0.08], [0.09, 0.14, 0.06], [0.67, 0.10, -0.36], [-0.08, -0.03, -0.07], [0.14, -0.31, -0.38], [-0.01, -0.08, -0.11], [-0.35, 0.13, 0.25], [2.87, 0.59, -1.59], [-0.90, 0.08, 2.10], [0.04, -0.83, 0.12], [-2.97, -0.84, 1.34], [0.16, -0.24, 0.24], [-0.21, 0.03, -0.07], [0.08, 0.48, 0.01]],
  "mulliken_charge": [-1.44, 0.55, 0.43, -0.01, 0.26, -0.04, -1.67, 0.51, 0.30, 0.33, 0.39, 0.87, -0.68, -0.33, -0.05, 0.30, -0.73, -0.89, 0.34, 0.14, 0.24, 0.31, 0.32, 0.26, 0.32, 0.35, 0.30, -0.93, -0.88, 0.19, 0.25, 0.02, -0.52, 0.30, 0.29, 0.30, 0.32, 0.31, -0.06, -0.89, -0.65, 0.33, 0.25, 0.25, -0.32, 0.29, -0.25, 0.31, 0.35, -0.11, -0.48, 0.30, 0.44, 0.74, -1.26, 0.48, -0.29, 0.33, -0.37, -0.84, 0.29, 0.36, 0.38, 0.43, -0.31, -1.02, 0.45, -0.78, 0.35, 0.28, 0.26, 0.29, 0.43, -0.06, 0.40, -0.58, -0.19, -0.49, 1.02, -0.56, -0.67, -0.60, 0.40, 0.32, -0.29],
  "multiplicity": 4,
  "s2": 3.76,
  "fmax_ev_per_a": 7.81,
  "mol_weight_g_mol": 670.649,
  "charge": -1,
  "orbital_gap_ev": [2.285, 6.193],
  "total_energy_ev": -113886.56971
}